# 1
{"formula": "C9H10N2OS", "method": "ωB97M-V/def2-TZVPD", "symbols": ["C", "C", "C", "O", "C", "C", "C", "C", "C", "N", "S", "N", "C", "H", "H", "H", "H", "H", "H", "H", "H", "H", "H"], "coordinates": [[3.126, -0.703, 0.813], [1.618, -0.426, 0.231], [1.284, -1.404, -0.993], [-0.032, -1.232, -1.604], [-0.814, -0.214, -0.981], [-0.715, 1.240, -1.556], [-1.533, 2.417, -0.873], [-2.419, 2.047, 0.359], [-2.539, 0.578, 0.905], [-3.294, 0.029, 2.009], [-2.977, -1.671, 2.054], [-1.840, -1.948, 0.770], [-1.717, -0.609, 0.242], [3.099, -0.292, 1.895], [3.410, -1.811, 0.802], [3.868, -0.061, 0.205], [1.624, 0.697, -0.052], [0.920, -0.638, 1.132], [1.334, -2.510, -0.642], [2.058, -1.286, -1.847], [-0.013, 1.424, -2.445], [-1.455, 3.484, -1.292], [-2.994, 2.891, 0.868]], "forces_ev_per_a": [[-0.80, 0.86, -0.14], [1.12, -0.43, 0.62], [1.18, -0.44, 0.40], [-0.86, 2.02, 1.55], [-0.25, 2.67, -0.70], [-1.91, -2.18, 3.15], [-0.99, -4.21, 2.44], [1.93, -0.37, -2.40], [0.69, -2.25, 0.09], [2.61, -0.71, -3.33], [1.26, 2.53, -1.94], [-1.81, 5.78, 0.50], [0.33, 0.72, -0.91], [0.34, -0.84, -1.77], [-0.36, 1.61, 0.05], [-0.99, -1.29, 0.99], [-0.45, -2.01, 0.41], [0.86, 0.53, -1.79], [-0.05, 1.88, -0.43], [-1.18, -0.06, 1.43], [-1.27, -0.38, 1.57], [-0.26, -1.92, 0.94], [0.86, -1.52, -0.74]], "max_force_ev_per_a": 6.07, "smiles": "CCCOc1cccc2nsnc12", "total_energy_ev": -25351.7650, "gap_ev": 7.13}

=====

# 2
{"formula": "C9H10N2S", "method": "ωB97M-V/def2-TZVPD", "symbols": ["C", "C", "C", "N", "C", "C", "C", "N", "C", "C", "H", "H", "H", "H", "H", "H", "H", "H", "C", "S", "H", "H"], "coordinates": [[-1.023, 0.515, -1.734], [0.212, 0.325, -0.918], [1.072, 1.412, -1.145], [1.761, 2.318, -1.142], [0.530, -0.745, -0.140], [1.798, -0.998, 0.435], [2.152, -2.190, 0.951], [1.164, -3.147, 1.144], [-0.017, -2.983, 0.705], [-0.553, -1.800, -0.058], [-1.864, 0.491, -0.945], [-1.017, -0.336, -2.379], [-1.147, 1.510, -2.116], [2.656, -0.319, 0.355], [3.165, -2.412, 1.346], [-0.822, -3.854, 0.880], [-0.846, -2.236, -1.157], [-1.412, -1.318, 0.561], [0.254, 3.699, 1.748], [-1.095, 2.786, 1.607], [0.253, 4.435, 2.422], [1.214, 3.701, 1.162]], "forces_ev_per_a": [[-1.63, -0.51, 3.36], [0.61, 0.15, -0.09], [0.51, -0.81, 1.27], [1.09, 1.54, -0.43], [-1.76, 0.84, -1.88], [2.88, -0.12, 0.35], [-0.73, 0.89, 0.29], [-0.58, -1.49, 0.18], [-1.69, -1.89, 0.41], [-0.08, -0.45, -0.35], [0.66, -0.54, -1.42], [-0.90, -0.21, -1.03], [0.44, 0.12, -0.83], [-0.80, 0.34, -0.22], [-0.91, 0.13, -0.45], [1.93, 1.84, -0.21], [0.15, 1.35, 2.62], [0.82, -1.14, -1.49], [-0.19, -2.74, -2.86], [1.48, 0.58, -0.16], [-0.11, 2.82, 2.82], [-1.19, -0.72, 0.13]], "max_force_ev_per_a": 3.99, "smiles": "C/C(C#N)=C1/C=CN=CC1.C=S", "total_energy_ev": -23306.6006, "gap_ev": 7.87}

=====

# 3
{"formula": "C9H10N3OS", "method": "ωB97M-V/def2-TZVPD", "symbols": ["C", "C", "C", "C", "C", "C", "C", "C", "C", "N", "N", "N", "O", "S", "H", "H", "H", "H", "H", "H", "H", "H", "H", "H"], "coordinates": [[3.454, 1.273, -0.768], [2.848, 1.162, -2.018], [2.853, 0.828, 0.380], [1.556, 0.673, -2.123], [1.564, 0.220, 0.305], [0.904, 0.156, -0.957], [-1.335, -0.842, -0.310], [-1.432, -0.772, 2.223], [-0.423, -0.387, -1.231], [-3.995, 0.018, 2.418], [-0.906, -1.102, 1.037], [-2.672, -1.109, -0.564], [-1.243, -1.264, 3.280], [-2.695, 0.776, 2.093], [4.446, 1.652, -0.534], [3.541, 1.476, -2.935], [3.492, 1.003, 1.160], [1.118, 0.539, -3.025], [1.050, -0.195, 1.191], [-0.704, -0.638, -2.297], [-4.839, 0.432, 2.781], [-0.196, -1.776, 1.208], [-3.036, -1.010, -1.509], [-3.348, -1.114, 0.194]], "forces_ev_per_a": [[0.19, -0.05, 0.05], [1.95, 0.96, -1.88], [-2.82, -0.92, -2.29], [1.95, -0.30, 3.51], [0.28, 0.38, 0.00], [0.93, 0.35, -0.31], [0.88, 0.81, -0.52], [-0.30, -0.50, -0.91], [-1.30, -1.62, 0.35], [1.77, -0.86, 0.02], [-1.32, 0.80, 0.18], [-0.10, -0.09, 0.21], [-0.37, 0.91, 0.13], [-1.04, -0.53, 0.70], [0.00, 0.19, -1.07], [-2.10, -0.70, 1.87], [0.57, -0.22, 2.84], [-1.36, -0.19, -2.70], [0.92, 0.61, -0.65], [0.30, 1.01, 1.18], [-0.38, 1.07, -0.26], [0.79, -0.85, -0.50], [0.22, 0.13, 0.51], [0.34, -0.38, -0.48]], "charge": 1, "max_force_ev_per_a": 4.03, "total_energy_ev": -26837.0931, "gap_ev": [4.03, 3.21]}

=====

# 4
{"formula": "C9H10N4Nd", "method": "ωB97M-V/def2-TZVPD", "symbols": ["C", "C", "C", "C", "C", "Nd", "N", "C", "C", "H", "H", "H", "H", "H", "H", "H", "H", "H", "H", "N", "C", "N", "C", "N"], "coordinates": [[1.553, -0.331, -1.608], [1.642, 1.066, -1.286], [0.699, 1.771, -2.117], [0.045, 0.808, -2.957], [0.560, -0.490, -2.635], [-0.728, 0.276, -0.494], [0.365, -0.671, 1.478], [1.125, -0.733, 2.743], [1.546, 0.664, 2.978], [0.584, 2.854, -2.172], [2.350, 1.518, -0.589], [-0.657, 1.042, -3.766], [0.333, -1.417, -3.175], [2.190, -1.124, -1.204], [2.416, 1.030, 2.428], [2.053, -1.338, 2.662], [0.357, -1.635, 1.110], [0.832, 1.369, 3.404], [0.517, -1.069, 3.607], [-2.924, -0.467, -0.591], [-4.007, -0.694, -0.150], [-5.213, -0.877, 0.142], [-5.769, -1.323, 1.237], [-6.351, -1.710, 2.184]], "forces_ev_per_a": [[0.22, 0.96, -0.89], [-0.03, -0.43, -1.39], [0.75, -0.91, -0.32], [0.61, 0.17, -0.06], [0.66, 0.57, -0.13], [1.24, -1.04, 4.42], [-1.42, -0.31, -1.83], [0.18, 1.54, -0.13], [0.30, 0.55, 0.31], [-0.08, -0.37, 0.13], [-0.53, -0.25, -0.06], [0.22, -0.17, 0.52], [-0.03, 0.44, 0.44], [-0.51, 0.40, 0.02], [-0.28, 0.10, 0.18], [-0.54, -0.20, -0.09], [-0.19, -0.62, -0.45], [0.26, 0.00, -0.02], [0.09, -0.25, -0.47], [-1.90, -0.42, 0.42], [1.17, 0.26, -0.57], [-0.20, 0.12, -0.41], [-1.04, -0.87, 2.19], [1.04, 0.72, -1.80]], "spin_multiplicity": 4, "charge": -1, "max_force_ev_per_a": 4.70, "total_energy_ev": -30729.6920, "gap_ev": [3.76, 3.66]}

=====

# 5
{"formula": "C9H10N4O2", "method": "ωB97M-V/def2-TZVPD", "symbols": ["N", "C", "N", "C", "O", "N", "C", "C", "H", "H", "H", "N", "C", "C", "C", "C", "C", "O", "H", "H", "H", "H", "H", "H", "H"], "coordinates": [[-2.743, -2.012, -3.134], [-1.917, -1.458, -2.266], [-2.382, -0.977, -1.183], [-1.709, -0.316, -0.274], [-2.138, 0.040, 0.817], [-0.339, -0.151, -0.574], [0.100, -0.869, -1.531], [-0.420, -1.454, -2.569], [-2.629, -1.820, -4.103], [-3.649, -2.346, -2.914], [0.053, -1.965, -3.272], [2.479, -0.623, -0.800], [2.387, 0.303, -0.026], [2.146, 1.117, 0.881], [1.922, 2.430, 1.410], [1.676, 1.263, 2.298], [0.229, 0.910, 2.693], [-0.003, -0.452, 2.600], [1.517, -0.950, -1.192], [1.082, 3.041, 0.890], [2.859, 2.990, 1.592], [2.425, 1.016, 3.129], [-0.255, 1.551, 1.912], [0.028, 1.471, 3.623], [-0.719, -0.738, 1.994]], "forces_ev_per_a": [[-0.46, -1.17, -2.06], [2.53, 0.73, 0.03], [-2.42, -0.39, -0.67], [0.92, 0.14, 3.20], [-0.07, 0.17, -0.62], [1.53, -1.69, -2.50], [-0.98, 4.00, 4.14], [-3.52, 0.85, 1.51], [0.50, -0.23, -0.51], [-0.66, 0.26, 0.77], [1.57, -2.32, -3.03], [1.33, -0.54, -0.78], [-0.31, -2.76, -2.13], [-1.18, 1.43, 2.94], [0.03, 2.83, -0.83], [0.82, -1.08, 1.77], [0.49, 1.85, -2.63], [-0.06, -0.61, 0.75], [0.75, 0.02, -0.13], [1.35, -1.10, 1.30], [-0.74, -0.06, -0.11], [-0.76, 0.55, -1.49], [-0.76, -1.06, 0.50], [-0.11, -1.05, 0.19], [0.21, 1.24, 0.39]], "max_force_ev_per_a": 5.83, "smiles": "NC1=NC(=O)N=C=C1.N=C=C1C[C@H]1CO", "total_energy_ev": -19543.6680, "gap_ev": [7.12, 7.12]}